(1)
2 unconnected molecules or ions with the total composition CH5PS2. Source: the OMol25 dataset; level of theory: ωB97M-V with the def2-TZVPD basis set.

Last column: Löwdin charge in e.
Geometry (Å):
C 0.985 -0.409 -0.343  -0.69
P -1.315 -0.846 0.955  0.38
S 2.100 0.229 0.789  0.68
S -2.196 0.679 -0.276  0.19
H 0.689 0.293 -1.052  -0.05
H 1.208 -1.402 -0.761  0.01
H -1.453 -1.888 0.086  -0.22
H 1.636 1.450 0.481  -0.12
H -1.653 1.893 0.120  -0.18

Computed properties:
**Net charge**: 0
**HOMO energy (alpha / beta)**: -0.238 / -0.342 Eh
**Spin multiplicity**: 3
**Expectation value of S²**: 2.008
**Frontier orbital gap (alpha / beta)**: 7.0 / 7.7 eV

(2)
2 unconnected molecules or ions with the total composition CH5S2. Source: the OMol25 dataset; level of theory: ωB97M-V with the def2-TZVPD basis set.

Last column: Löwdin charge in e.
Geometry (Å):
S 1.368 -1.649 -0.873  -0.23
H 1.605 -2.870 -0.429  -0.49
C -1.897 1.557 0.099  -0.50
S -0.379 0.995 0.954  0.52
H -1.838 2.627 0.075  -0.01
H -1.849 1.178 -0.921  0.02
H -2.775 1.180 0.602  0.00
H 0.148 0.099 0.065  -0.32

Computed properties:
**Net charge**: -1
**HOMO energy**: -0.102 Eh
**Frontier orbital gap**: 6.4 eV

(3)
2 unconnected molecules or ions with the total composition CH6BN. Source: the OMol25 dataset; level of theory: ωB97M-V with the def2-TZVPD basis set.

Last column: Löwdin charge in e.
Geometry (Å):
B -0.291 0.228 0.072  -0.37
C 1.138 -0.374 0.000  -0.10
N -1.545 -0.280 0.020  0.15
H 0.289 2.984 -0.025  -0.01
H 1.642 -0.315 0.963  0.05
H 1.765 0.172 -0.702  0.05
H 1.130 -1.421 -0.312  0.05
H -2.383 0.275 0.072  0.08
H -1.745 -1.267 -0.089  0.09

Computed properties:
**Net charge**: 0
**HOMO energy (alpha / beta)**: -0.257 / -0.337 Eh
**Frontier orbital gap (alpha / beta)**: 7.1 / 9.5 eV

The following energy relative to the best compared isomer or geometry (same formula, charge and spin) values (in kJ/mol) correspond, in order, to the records above: 164.74; 21.12; 427.61.